(1)
Computed, not measured: a molecular structure, C29H29BF4N4PRuSTe4 in a non-equilibrium geometry, with ωB97M-V with the def2-TZVPD basis set.

Values from the calculation:
- energy above the lowest of the compared OMol25 structures with the same formula, charge and spin (kcal/mol) = 103.55
- net charge = -2
- expectation value of S² = 0.7964
- total energy (hartree) = -3672.63225
- LUMO (alpha / beta) (eV) = 3.608 / 3.608
- multiplicity = 2
- Kohn-Sham gap (alpha / beta) (eV) = 4.50 / 4.59

```
74
Properties=species:S:1:pos:R:3:forces:R:3
Ru 0.6253 0.2531 0.0590 1.4 2.5 -0.3
Te -1.4271 -0.5315 -0.8605 -1.1 -0.3 -1.0
Te -3.4465 0.6575 0.3294 -1.0 -0.1 -0.2
Te -6.2297 -1.6181 -3.3920 0.0 0.2 0.1
Te -3.9750 -1.1078 -2.0034 -1.9 -0.3 -0.6
C 2.9592 2.8937 -1.0752 -0.1 0.2 0.1
C 2.4386 2.7838 -2.4839 0.1 0.0 0.0
C 2.5649 3.9098 -3.2966 0.0 0.0 0.0
C 2.2394 3.8922 -4.6439 0.0 0.0 0.1
C 1.8433 2.6976 -5.2157 0.0 0.0 -0.1
C 1.6865 1.5718 -4.4184 0.1 0.0 0.0
C 1.9178 1.5944 -3.0436 -0.5 0.2 0.0
P 1.5612 0.1311 -1.9342 1.9 0.0 0.2
C 0.9552 -1.1951 -3.0511 -0.6 0.0 0.3
C -0.1276 -0.8806 -3.8846 0.0 0.1 0.1
C -0.9438 -1.8506 -4.4407 -0.1 -0.1 0.1
C -0.6733 -3.1850 -4.1875 0.0 0.1 0.0
C 0.3927 -3.5172 -3.3690 0.0 0.0 0.0
C 1.1849 -2.5510 -2.7475 0.1 0.0 0.0
C 2.1529 -3.0175 -1.6921 0.1 0.0 0.0
C 3.3299 -0.2462 -1.6261 0.0 0.0 0.0
C 4.2683 -0.4502 -2.6326 0.0 0.0 0.1
C 5.5620 -0.8224 -2.3053 0.0 0.0 0.0
C 5.9071 -0.9737 -0.9618 0.0 0.0 0.0
C 4.9823 -0.7366 0.0393 0.0 0.1 -0.1
C 3.6743 -0.3273 -0.2693 -0.3 -0.3 -0.1
C 2.6382 -0.0640 0.7434 0.1 0.9 0.4
H 3.3381 3.9014 -0.8943 0.0 0.0 -0.1
H 3.7743 2.1910 -0.9038 0.0 0.0 0.0
H 2.1970 2.7123 -0.3194 0.0 -0.1 0.0
H 2.9358 4.8231 -2.8440 0.0 0.0 0.0
H 2.3250 4.7930 -5.2403 0.0 0.0 0.0
H 1.6580 2.6322 -6.2813 0.0 0.0 0.0
H 1.4119 0.6446 -4.8987 -0.1 0.0 0.0
H -0.4046 0.1566 -4.0227 0.0 0.0 0.0
H -1.8487 -1.5659 -4.9624 0.1 0.0 -0.1
H -1.3354 -3.9519 -4.5698 0.1 0.0 0.0
H 0.5786 -4.5579 -3.1285 0.0 0.0 0.0
H 1.9605 -4.0634 -1.4505 0.0 0.0 -0.1
H 2.0274 -2.4473 -0.7703 0.0 0.0 0.0
H 3.1949 -2.9136 -2.0009 0.0 0.0 0.0
H 3.9672 -0.3639 -3.6722 0.0 0.0 0.0
H 6.2927 -1.0193 -3.0811 0.0 0.0 0.0
H 6.9173 -1.2697 -0.6994 0.0 0.0 0.0
H 5.2690 -0.8321 1.0806 0.0 0.0 0.0
H 2.5141 1.0083 0.9696 0.7 0.0 0.2
H 2.8301 -0.5642 1.6917 0.0 -0.1 -0.1
F -0.2524 1.6623 2.1375 0.1 0.1 0.3
B 0.4172 2.7716 2.7268 0.0 -0.3 -0.1
F -0.0537 3.9703 2.1338 0.0 0.2 -0.1
F 0.1712 2.7773 4.1052 0.0 0.1 -0.1
F 1.7988 2.6450 2.4848 0.0 0.1 0.0
S 0.0904 -1.6411 1.0872 -0.2 -2.3 1.2
C 0.7112 -2.1178 2.6853 0.4 0.5 -0.3
C 1.0159 -1.1844 3.6770 0.1 0.0 0.2
C 1.4211 -1.6164 4.9327 0.0 0.0 -0.1
C 1.5168 -2.9735 5.2161 0.1 0.0 0.0
C 1.2052 -3.9031 4.2315 -0.1 0.0 0.0
C 0.8051 -3.4799 2.9716 0.1 0.0 0.1
H 0.9308 -0.1233 3.4752 -0.1 0.0 -0.1
H 1.6479 -0.8774 5.6921 0.0 0.0 0.0
H 1.8369 -3.3055 6.1971 0.0 0.0 0.0
H 1.2683 -4.9642 4.4461 0.0 0.0 0.0
H 0.5573 -4.1953 2.1971 0.0 0.0 0.0
N -0.9867 6.1445 -2.8697 0.1 0.0 -0.1
C -0.6472 5.2655 -1.8885 0.3 0.1 0.6
N -0.1761 5.7704 -0.7148 -0.2 -0.1 -0.1
N -0.7111 4.0012 -2.1481 -0.4 -0.1 -0.5
C -0.3816 3.1218 -1.2283 -0.1 0.2 0.0
N -0.1267 2.2894 -0.4762 1.0 -0.9 -0.2
H -1.2160 7.0923 -2.6377 0.0 0.0 0.0
H -1.4241 5.7398 -3.6792 0.0 0.0 0.0
H -0.3899 6.7204 -0.4683 0.0 0.0 0.0
H -0.1084 5.1197 0.0628 0.1 0.0 0.1
```
Forces are in eV/Å.

Atom charges from the Mulliken analysis, given in e for atoms 1 to 2:
1. Ru -0.37
2. Te 0.53

---

(2)
Computed, not measured: a molecular structure, C29H29Br3GeIN2O4SeZr, with ωB97M-V with the def2-TZVPD basis set.

Values from the calculation:
- energy above the lowest of the compared OMol25 structures with the same formula, charge and spin (kcal/mol) = 0.00
- net charge = +1
- total energy (hartree) = -14078.20082
- LUMO (eV) = -3.739
- multiplicity = 1
- Kohn-Sham gap (eV) = 7.53

```
71
Properties=species:S:1:pos:R:3:forces:R:3
Zr -1.0539 -0.5185 -0.4862 0.2 0.0 0.0
Br 3.3890 2.3336 4.0989 0.0 0.0 0.0
C 2.2432 1.4841 2.8865 0.0 0.0 0.0
C 1.0722 0.8917 3.3269 0.0 0.0 0.0
C 0.2664 0.2814 2.3872 0.0 0.0 0.0
N 0.5553 0.2682 1.0829 0.0 0.0 0.0
C 1.6832 0.8519 0.6603 0.0 0.0 0.0
C 2.5666 1.4530 1.5409 0.0 0.0 0.0
C 1.9058 0.8214 -0.8048 0.0 0.0 0.0
C 2.9678 1.4904 -1.3850 0.0 0.0 0.0
C 3.1175 1.4506 -2.7619 0.0 0.0 0.0
Br 4.5390 2.3538 -3.5744 0.0 0.0 0.0
C 2.2016 0.7457 -3.5202 0.0 0.0 0.0
C 1.1699 0.1075 -2.8625 0.0 0.0 0.0
N 1.0074 0.1295 -1.5322 0.1 0.1 -0.1
H 0.7927 0.8957 4.3698 0.0 0.0 0.0
H -0.6479 -0.2147 2.6793 0.0 0.0 0.0
H 3.4880 1.9009 1.2050 0.0 0.0 0.0
H 3.6715 2.0479 -0.7884 0.0 0.0 0.0
H 2.2722 0.6942 -4.5964 0.0 0.0 0.0
H 0.4304 -0.4366 -3.4305 0.0 0.0 0.0
Br 0.1585 4.2402 0.7338 0.0 0.0 0.0
C -1.6984 4.1698 1.1095 0.1 0.0 0.0
C -2.2807 5.3153 1.6229 0.0 0.0 0.0
C -3.6237 5.3066 1.9715 0.0 0.0 0.0
C -4.3805 4.1528 1.8318 0.0 0.0 0.0
C -3.7903 3.0067 1.3316 0.0 0.0 0.0
C -2.4487 3.0067 0.9479 -0.1 0.0 0.0
C -1.9247 1.7560 0.3690 0.2 0.3 -0.1
O -2.3654 0.6306 0.7890 -0.1 -0.3 0.1
O -1.0491 1.7244 -0.5410 -0.1 -0.1 0.1
H -1.6834 6.2062 1.7534 0.0 0.0 0.0
H -4.0746 6.2088 2.3628 0.0 0.0 0.0
H -5.4252 4.1467 2.1095 0.0 0.0 0.0
H -4.3611 2.0956 1.2152 0.0 0.0 0.0
C 0.1789 -6.2302 -3.6624 0.0 0.0 0.0
Ge -1.4936 -5.2281 -3.7793 0.0 0.0 0.0
C -1.5066 -4.0804 -5.3542 0.0 0.0 0.0
C -3.0384 -6.4152 -3.7081 0.0 0.0 0.0
C -1.6289 -4.0279 -2.2092 0.0 0.0 0.0
Se -0.1009 -2.8301 -2.0653 0.0 0.0 0.1
C 0.9957 -3.8999 -0.8690 0.0 0.0 0.0
H 0.2489 -6.9309 -4.4947 0.0 0.0 0.0
H 0.2341 -6.8036 -2.7361 0.0 0.0 0.0
H 1.0404 -5.5629 -3.7165 0.0 0.0 0.0
H -1.4663 -4.6758 -6.2663 0.0 0.0 0.0
H -0.6436 -3.4135 -5.3452 0.0 0.0 0.0
H -2.4106 -3.4716 -5.3796 0.0 0.0 0.0
H -3.0374 -7.0954 -4.5597 0.0 0.0 0.0
H -3.9652 -5.8418 -3.7310 0.0 0.0 0.0
H -3.0221 -7.0117 -2.7955 0.0 0.0 0.0
H -1.7162 -4.5644 -1.2642 0.0 0.0 0.0
H -2.4966 -3.3757 -2.3113 0.0 0.0 0.0
H 1.2672 -4.8239 -1.3718 0.0 0.0 0.0
H 0.4518 -4.1005 0.0499 0.0 0.0 0.0
H 1.8935 -3.3249 -0.6509 0.0 0.0 0.0
O -2.6103 -2.0301 -0.0220 0.0 0.1 -0.2
C -1.8817 -2.5857 0.8466 0.0 0.0 0.0
O -0.7471 -2.0278 1.0799 -0.1 0.0 0.0
C -2.2800 -3.8258 1.5242 0.0 0.0 0.0
C -1.4221 -4.4223 2.4452 0.0 0.0 0.0
C -1.7939 -5.6078 3.0557 0.0 0.0 0.0
C -3.0173 -6.1896 2.7467 0.0 0.0 0.0
C -3.8742 -5.5916 1.8302 0.0 0.0 0.0
C -3.5082 -4.4070 1.2154 0.0 0.0 0.0
H -0.4744 -3.9521 2.6731 0.0 0.0 0.0
H -1.1350 -6.0791 3.7722 0.0 0.0 0.0
H -3.3063 -7.1160 3.2252 0.0 0.0 0.0
H -4.8259 -6.0502 1.5988 0.0 0.0 0.0
H -4.1579 -3.9230 0.4986 0.0 0.0 0.0
I -2.4375 -0.2083 -2.9224 0.0 0.0 0.0
```
Forces are in eV/Å.

Atom charges from the Mulliken analysis, given in e for atoms 1 to 2:
1. Zr 0.14
2. Br -0.12

---

energy above the lowest of the compared OMol25 structures with the same formula, charge and spin of number 1 (C29H29BF4N4PRuSTe4)? 103.55 kcal/mol

---

net charge of number 2 (C29H29Br3GeIN2O4SeZr)? +1